Entry 1:
Here is a cluster of 3 separate species, C21H53FN11O3P2 in total at a distorted geometry from the Open Molecules 2025 dataset. Energies are from ωB97M-V/def2-TZVPD.

Element x y z (Å)
C -2.44427 1.55442 4.31565
C -1.76301 0.36581 3.38788
C -2.68557 -0.08712 2.10653
F -4.15889 -0.07558 2.44055
N -2.36222 0.66088 0.82654
C -1.45693 0.05564 -0.23505
N -0.77422 -1.14674 -0.25173
N -1.31536 0.97445 -1.43344
C -2.19185 2.16477 -0.99907
N -2.24074 3.28607 -1.98542
C -0.99576 4.12973 -2.04307
C -3.52099 4.06578 -2.01413
C -3.73404 5.44621 -1.09417
O -4.58882 3.69448 -2.75438
N -2.75867 1.91330 0.37329
C -3.62752 2.88165 1.13973
H -2.16496 2.58402 3.81511
H -1.93158 1.49650 5.36679
H -3.59838 1.41003 4.48308
H -1.41977 -0.56770 4.03849
H -0.75998 0.81663 2.92319
H -2.43610 -1.23128 1.88797
H 0.26280 -1.08663 -0.01358
H -1.19678 -2.09071 -0.38825
H -1.20415 5.24238 -2.40887
H -0.30574 3.65301 -2.89307
H -0.33008 4.10119 -1.06196
H -3.65090 6.43148 -1.72821
H -4.77138 5.37984 -0.51139
H -2.91140 5.53854 -0.24461
H -2.99814 3.84634 1.34742
H -4.02316 2.47639 2.16808
H -4.56806 3.11107 0.44151
O 1.06017 3.23579 3.23441
P 2.53723 2.77207 3.21188
N 3.13415 4.19389 3.88613
C 3.45706 5.44459 3.23813
C 2.84734 4.41156 5.30187
N 2.61901 2.62578 1.52322
C 2.65258 3.77475 0.62380
C 1.61922 1.68385 0.99594
N 4.23532 2.23895 3.18598
C 4.54720 1.33981 4.29411
C 5.41083 2.99346 2.78989
H 4.24868 5.96092 3.80466
H 2.59279 6.10958 3.17146
H 3.87714 5.32728 2.24755
H 3.73219 4.17623 5.90107
H 2.02973 3.77358 5.65162
H 2.55200 5.44512 5.52143
H 1.91712 4.53518 0.90060
H 2.46116 3.48856 -0.42066
H 3.64701 4.22285 0.59360
H 0.62706 2.14824 0.91447
H 1.52589 0.81294 1.64951
H 1.90884 1.31053 0.00650
H 4.72939 1.89488 5.21915
H 5.42232 0.71928 4.07415
H 3.71187 0.65317 4.46988
H 5.75166 3.67529 3.57632
H 5.25428 3.56205 1.87333
H 6.24207 2.31178 2.56736
O -1.04077 -4.38080 -1.74673
P -0.68054 -4.80813 -3.19063
N -1.94429 -5.91176 -3.32277
C -2.00776 -7.28316 -2.87150
C -3.28768 -5.34980 -3.43885
N 0.84553 -5.42848 -2.78329
C 1.02911 -6.67568 -2.04775
C 1.70943 -4.41652 -2.15525
N -0.26640 -5.29941 -4.85061
C -0.73244 -4.33424 -5.84304
C -0.23163 -6.63785 -5.41218
H -2.70180 -7.85127 -3.51164
H -2.35188 -7.36146 -1.83753
H -1.07038 -7.81653 -2.96264
H -3.61807 -5.38814 -4.48133
H -3.31743 -4.30356 -3.11897
H -4.02577 -5.88376 -2.82748
H 0.35115 -6.75265 -1.19323
H 2.05634 -6.78670 -1.67101
H 0.89500 -7.54084 -2.69898
H 1.47181 -4.28372 -1.09102
H 1.58965 -3.44740 -2.64598
H 2.76786 -4.68932 -2.24205
H -1.79584 -4.46913 -6.06210
H -0.16502 -4.41174 -6.77648
H -0.58959 -3.31310 -5.47288
H -1.23022 -7.00678 -5.66954
H 0.25065 -7.35721 -4.75051
H 0.36625 -6.64767 -6.33284

Summary:
lowest unoccupied orbital energy	-3.7	eV
E_tot	-66442.595	eV
orbital gap	5.455	eV
total charge	+1



Entry 2:
Here is a cluster of 5 separate species, C21H53FN5O3 in total at a distorted geometry from the Open Molecules 2025 dataset. Energies are from ωB97M-V/def2-TZVPD.

Element x y z (Å)
F -1.60198 -0.82359 2.67340
C 7.44393 0.46023 5.22546
C 6.05145 1.22429 5.06592
N 4.80396 0.40225 5.16865
C 4.42424 -0.47360 4.20607
C 3.22604 -1.00829 4.62803
N 2.89067 -0.52246 5.89577
C 3.97517 0.29340 6.26483
C 1.69425 -0.76961 6.65239
H 8.30670 1.09388 5.01998
H 7.51692 -0.32460 4.47258
H 7.86550 -0.07719 6.07490
H 5.95850 1.69479 4.08710
H 6.03870 2.00603 5.82542
H 5.01461 -0.49683 3.30202
H 2.50068 -1.53544 4.02606
H 3.97145 0.89242 7.16348
H 0.94632 0.02074 6.71609
H 1.86798 -1.21594 7.63152
H 1.13654 -1.55901 6.14849
C 0.32939 5.86840 -2.12549
N 1.53811 4.86001 -2.08719
C 2.45051 5.22315 -3.22914
C 2.19817 5.16369 -0.74416
C 1.03482 3.41445 -2.50076
C -0.00441 2.88932 -1.64389
O 0.15811 2.96705 -0.23519
H -0.07226 5.79402 -3.13606
H 0.78655 6.84374 -1.95869
H -0.40316 5.55401 -1.38210
H 1.95586 4.92420 -4.15328
H 3.42219 4.76933 -3.03422
H 2.49762 6.30963 -3.15554
H 1.64408 4.93332 0.16578
H 2.64470 6.15745 -0.77856
H 3.10505 4.57205 -0.86922
H 1.96255 2.84421 -2.45339
H 0.85034 3.31451 -3.57037
H -0.21378 1.83766 -1.83951
H -0.97740 3.31512 -1.88899
H -0.33098 2.28636 0.23283
C 3.30862 -5.37306 -3.06580
N 2.28741 -4.26490 -2.55427
C 3.09966 -3.31391 -1.59043
C 1.72302 -3.56924 -3.82144
C 1.14106 -4.96720 -1.77356
C 0.23835 -4.03819 -0.95701
O 0.57775 -3.97929 0.37679
H 2.71130 -5.94592 -3.77513
H 3.74908 -5.83714 -2.18335
H 4.18093 -4.83101 -3.43097
H 2.39680 -2.64881 -1.08870
H 3.81980 -2.84354 -2.25995
H 3.63778 -3.87373 -0.82550
H 2.66594 -3.33241 -4.31429
H 1.23245 -2.66800 -3.45372
H 1.13175 -4.39406 -4.21915
H 1.35930 -5.77922 -1.07995
H 0.54392 -5.29030 -2.62628
H -0.78065 -4.41664 -1.03760
H 0.31755 -3.07403 -1.45924
H 0.17417 -3.15785 0.66657
C -8.92287 -0.07532 -1.76269
N -7.49154 0.05086 -1.30010
C -6.76460 0.73307 -2.38306
C -7.59568 0.89835 -0.05200
C -6.93213 -1.40451 -1.06474
C -5.49813 -1.56604 -0.48176
O -5.50855 -1.44139 0.99613
H -9.40694 0.89492 -1.87412
H -9.40660 -0.60328 -0.94089
H -8.84746 -0.55973 -2.73622
H -5.74136 0.86704 -2.03218
H -7.19599 1.68282 -2.69925
H -6.80054 -0.04030 -3.15033
H -8.20129 1.80127 -0.12991
H -6.56083 1.07386 0.24189
H -7.83335 0.27765 0.81190
H -7.14330 -1.95101 -1.98389
H -7.72166 -1.75752 -0.40132
H -4.86492 -0.77004 -0.87356
H -5.05374 -2.50828 -0.80239
H -4.63222 -1.12714 1.23044

Summary:
lowest unoccupied orbital energy	-6.1	eV
energy above the lowest of the compared OMol25 structures with the same formula, charge and spin	178.4	kJ/mol
E_tot	-38916.909	eV
orbital gap	5.823	eV
total charge	+3